# 1
Molecular formula: C6H10O
Method: DFT, the ωB97M-V functional and the def2-TZVPD basis

```
17
Properties=species:S:1:pos:R:3:lowdin_charge:R:1
O 0.87 -1.97 1.07 0.03
C 1.71 -1.14 0.79 -0.28
C 1.64 -0.20 -0.39 -0.14
C 0.61 0.93 0.05 -0.14
C -0.78 0.85 -0.61 -0.28
C -1.25 -0.55 -0.82 -0.15
C -2.06 0.36 0.04 -0.11
H 2.55 -0.97 1.50 0.12
H 2.66 0.17 -0.58 0.11
H 1.34 -0.76 -1.28 0.12
H 1.06 1.91 -0.15 0.10
H 0.47 0.86 1.14 0.11
H -0.97 1.58 -1.40 0.13
H -1.55 -0.85 -1.81 0.10
H -0.65 -1.26 -0.26 0.07
H -3.00 0.71 -0.39 0.10
H -2.13 0.16 1.11 0.10
```

Results
- Relative energy (zero: lowest compared OMol25 entry of this formula, charge and spin): 29.4 kcal/mol
- Lowest unoccupied orbital energy: 0.039 Ha
- E_HOMO: -9.78 eV

---

# 2
Molecular formula: C6H10O
Method: DFT, the ωB97M-V functional and the def2-TZVPD basis

```
17
Properties=species:S:1:pos:R:3:lowdin_charge:R:1
C -1.12 -1.82 -0.60 -0.04
C -0.51 -0.53 -0.16 -0.27
C -1.08 0.50 0.48 -0.05
C -0.15 1.68 0.63 -0.18
C 1.08 1.26 -0.21 -0.13
C 0.96 -0.26 -0.39 -0.35
O 1.70 -1.01 0.57 -0.03
H -0.51 -2.67 -0.27 0.08
H -1.14 -1.85 -1.69 0.08
H -2.14 -1.95 -0.24 0.08
H -2.09 0.52 0.88 0.11
H 0.10 1.84 1.69 0.11
H -0.60 2.61 0.27 0.11
H 1.03 1.74 -1.19 0.11
H 2.04 1.54 0.25 0.11
H 1.32 -0.59 -1.37 0.15
H 1.11 -1.00 1.34 0.10
```

Results
- Relative energy (zero: lowest compared OMol25 entry of this formula, charge and spin): 1.5 kcal/mol
- Lowest unoccupied orbital energy: 0.035 Ha
- E_HOMO: -9.28 eV

---

- Among the records above, which one has the highest relative energy (zero: lowest compared OMol25 entry of this formula, charge and spin)?
  number 1

---

- Look up the lowest unoccupied orbital energy of the first one.
  0.039 Ha